This record from OMol25 describes C2H4INOS as an isolated structure in a non-equilibrium geometry. The level of theory is wB97M-V/def2-TZVPD.

Summary:
strongest force on any atom = 5.66 eV/Å
HOMO-LUMO gap = 9.064 eV
energy above the lowest of the compared OMol25 structures with the same formula, charge and spin = 9.6 kcal/mol
lowest unoccupied orbital energy = 0.00647 Eh
highest occupied orbital energy = -8.888 eV
total charge = 0

Atoms and positions in Å:
C 0.549031 0.228782 -0.422847
C -0.955529 -0.273382 0.343336
N 1.670116 -0.272959 -0.074364
O 0.405675 1.067434 -1.253477
S -2.141103 0.903966 0.297767
I -0.600009 -1.080360 2.276186
H -1.299374 -1.056509 -0.386248
H 1.794759 -0.815703 0.709044
H 2.593263 -0.048113 -0.543087
H -2.016827 1.346844 -0.946309

Atomic forces in eV per Å
-4.848 1.016 0.921
4.244 -2.589 -2.704
4.897 -0.724 -0.871
-0.348 1.074 -1.600
-2.587 2.797 1.286
-0.271 0.023 -0.179
0.743 0.015 1.163
-0.146 -1.480 1.966
-2.091 0.025 0.485
0.407 -0.156 -0.466